Version i
{
  "formula": "C3H4F2",
  "method": "wB97M-V/def2-TZVPD",
  "symbols": ["C", "C", "F", "C", "F", "H", "H", "H", "H"],
  "xyz": [[0.377, 0.509, 1.104], [0.164, -0.469, -0.095], [0.241, -1.917, -0.097], [-0.437, -0.079, -1.191], [-0.801, -0.971, -2.183], [0.978, -0.089, 1.864], [0.866, 1.347, 0.648], [-0.639, 0.704, 1.373], [-0.749, 0.965, -1.423]],
  "smiles": "C/C(F)=C/F",
  "homo_lumo_gap_ha": 0.390,
  "charge": 0
}

***

Version ii
{
  "formula": "C3H4F2",
  "method": "wB97M-V/def2-TZVPD",
  "symbols": ["C", "C", "C", "F", "F", "H", "H", "H", "H"],
  "xyz": [[1.131, 0.172, -0.016], [-0.163, -0.513, 0.038], [-1.322, 0.019, -0.022], [-1.555, 1.376, 0.001], [-2.484, -0.555, 0.026], [1.891, -0.375, -0.496], [0.968, 1.206, -0.335], [1.680, 0.252, 0.968], [-0.145, -1.581, -0.163]],
  "smiles": "CC=C(F)F",
  "homo_lumo_gap_ha": 0.394,
  "charge": 0
}

***

Taking the most stable structure as the zero point, the relative energies in kJ/mol are version i 66.5; version ii 0.0.

***

Version i
{
  "formula": "CH7N3",
  "method": "wB97M-V/def2-TZVPD",
  "symbols": ["H", "N", "C", "N", "H", "H", "H", "N", "H", "H", "H"],
  "xyz": [[2.583, -1.192, 0.915], [1.614, -1.061, 0.507], [1.685, -0.257, -0.463], [0.615, 0.638, -0.755], [2.639, -0.180, -1.079], [0.966, 1.548, -0.870], [-0.316, 0.537, -0.263], [-2.222, 0.079, 0.510], [-2.277, -0.588, -0.284], [-2.395, -0.394, 1.387], [-2.892, 0.869, 0.397]],
  "smiles": "[H]/N=C/N.N",
  "homo_lumo_gap_ha": 0.357,
  "charge": 0
}

***

Version ii
{
  "formula": "CH7N3",
  "method": "wB97M-V/def2-TZVPD",
  "symbols": ["H", "N", "C", "N", "H", "H", "H", "N", "H", "H", "H"],
  "xyz": [[0.409, -2.911, -2.050], [0.507, -1.915, -2.207], [-0.617, -1.336, -2.011], [-0.905, -0.175, -1.373], [-1.448, -1.711, -2.626], [-1.793, 0.245, -1.573], [-0.084, 0.280, -1.006], [1.165, 1.767, 3.379], [1.090, 1.152, 2.588], [0.192, 1.888, 3.652], [1.483, 2.716, 3.227]],
  "smiles": "[H]/N=C/N.N",
  "homo_lumo_gap_ha": 0.347,
  "charge": 0
}

***

Taking the most stable structure as the zero point, the relative energies in kJ/mol are version i 0.0; version ii 26.0.

***

Version i
{
  "formula": "C3H3Br2N",
  "method": "wB97M-V/def2-TZVPD",
  "symbols": ["C", "C", "C", "N", "Br", "Br", "H", "H", "H"],
  "xyz": [[-0.163, -0.298, -1.073], [-0.966, -0.868, -0.183], [-0.972, 0.171, 0.908], [-0.021, 1.016, 0.740], [0.915, -0.476, -2.527], [2.900, 1.267, 0.391], [1.463, 1.052, 0.423], [-1.372, -1.847, -0.325], [-1.783, -0.017, 1.646]],
  "homo_lumo_gap_ha": [0.288, 0.324],
  "charge": 0
}

***

Version ii
{
  "formula": "C3H3Br2N",
  "method": "wB97M-V/def2-TZVPD",
  "symbols": ["N", "C", "C", "Br", "C", "Br", "H", "H", "H"],
  "xyz": [[-0.510, 3.306, 0.316], [-0.244, 2.225, 0.460], [0.485, 0.788, 0.550], [2.040, 1.143, -0.538], [-0.312, -0.338, 0.075], [-2.182, -0.247, 0.624], [0.999, 0.684, 1.589], [-0.123, -0.261, -1.044], [0.184, -1.287, 0.360]],
  "smiles": "N#C[C@H](Br)CBr",
  "homo_lumo_gap_ha": 0.409,
  "charge": 0
}

***

Taking the most stable structure as the zero point, the relative energies in kJ/mol are version i 413.7; version ii 0.0.

***

Version i
{
  "formula": "C4H11NSi",
  "method": "wB97M-V/def2-TZVPD",
  "symbols": ["C", "C", "C", "C", "N", "Si", "H", "H", "H", "H", "H", "H", "H", "H", "H", "H", "H"],
  "xyz": [[-1.955, 0.162, -0.767], [-3.179, 0.469, -0.031], [1.759, 1.327, -0.135], [1.954, -1.722, 0.895], [-0.505, -0.541, 0.307], [1.134, -0.481, -0.364], [-1.757, 0.377, -1.761], [-2.848, 0.163, 0.910], [-4.009, -0.072, -0.445], [-3.354, 1.569, 0.103], [0.974, 1.883, 0.330], [2.761, 1.458, 0.387], [1.850, 1.927, -1.045], [2.872, -1.354, 1.225], [1.283, -1.672, 1.790], [1.967, -2.764, 0.554], [1.054, -0.729, -1.952]],
  "homo_lumo_gap_ha": [0.370, 0.300],
  "charge": 0
}

***

Version ii
{
  "formula": "C4H11NSi",
  "method": "wB97M-V/def2-TZVPD",
  "symbols": ["C", "C", "Si", "C", "C", "N", "H", "H", "H", "H", "H", "H", "H", "H", "H", "H", "H"],
  "xyz": [[2.500, -0.782, -0.031], [1.341, -0.679, -0.664], [-0.393, 0.123, -0.149], [-0.776, 1.323, -1.527], [-0.528, 0.850, 1.659], [-1.830, -1.564, 0.190], [3.349, -1.337, -0.443], [2.784, -0.385, 0.926], [1.293, -1.298, -1.571], [-1.495, 2.054, -1.275], [0.201, 1.901, -1.656], [-1.187, 0.946, -2.525], [-1.646, 0.942, 1.941], [-0.058, 0.285, 2.336], [-0.127, 1.861, 1.813], [-1.806, -1.738, 1.253], [-1.622, -2.502, -0.277]],
  "smiles": "C=C[Si](C)(C)N",
  "homo_lumo_gap_ha": 0.351,
  "charge": 0
}

***

Taking the most stable structure as the zero point, the relative energies in kJ/mol are version i 355.1; version ii 0.0.

***

Version i
{
  "formula": "C4H14O2",
  "method": "wB97M-V/def2-TZVPD",
  "symbols": ["C", "C", "C", "C", "H", "H", "H", "H", "H", "H", "H", "H", "H", "H", "O", "H", "H", "O", "H", "H"],
  "xyz": [[-0.015, -0.414, -2.018], [1.105, -0.805, -1.041], [2.032, 0.413, -0.814], [0.461, -1.270, 0.275], [-0.782, -1.196, -2.011], [-0.494, 0.516, -1.715], [0.394, -0.368, -3.033], [1.666, -1.668, -1.494], [2.767, 0.063, -0.032], [1.525, 1.311, -0.455], [2.640, 0.646, -1.738], [-0.123, -2.150, 0.065], [1.134, -1.549, 1.063], [-0.202, -0.558, 0.713], [-2.589, 0.894, 2.957], [-3.542, 1.026, 2.960], [-2.418, 0.290, 3.686], [-1.053, 1.326, 0.703], [-1.441, 1.284, 1.593], [-1.062, 2.210, 0.337]],
  "smiles": "CC(C)C.O.O",
  "homo_lumo_gap_ha": 0.405,
  "charge": 0
}

***

Version ii
{
  "formula": "C4H14O2",
  "method": "wB97M-V/def2-TZVPD",
  "symbols": ["C", "C", "C", "C", "H", "H", "H", "H", "H", "H", "H", "H", "H", "H", "O", "H", "H", "O", "H", "H"],
  "xyz": [[-0.076, 1.746, 1.317], [-0.635, 1.264, -0.024], [-1.117, -0.169, 0.015], [-1.395, -0.771, -1.363], [-0.890, 2.010, 2.003], [0.495, 2.675, 1.233], [0.537, 0.953, 1.736], [0.088, 1.391, -0.816], [-1.468, 1.850, -0.440], [-0.407, -0.787, 0.542], [-1.991, -0.239, 0.655], [-1.003, -0.151, -2.158], [-2.457, -0.887, -1.588], [-0.983, -1.786, -1.473], [2.920, 0.440, -1.086], [2.729, 0.745, -0.193], [2.419, 1.033, -1.657], [1.352, -2.942, 1.345], [0.487, -3.330, 1.567], [1.394, -3.045, 0.385]],
  "smiles": "CCCC.O.O",
  "homo_lumo_gap_ha": 0.437,
  "charge": 0
}

***

Taking the most stable structure as the zero point, the relative energies in kJ/mol are version i 0.0; version ii 10.4.

***

Version i
{
  "formula": "C3H7ClS",
  "method": "wB97M-V/def2-TZVPD",
  "symbols": ["C", "S", "Cl", "H", "H", "H", "C", "C", "H", "H", "H", "H"],
  "xyz": [[-1.048, 1.094, -0.657], [-2.074, 1.428, 0.807], [-3.175, 3.003, 0.088], [-1.839, 0.803, -1.478], [-0.508, 1.933, -0.885], [-0.365, 0.255, -0.500], [1.259, -1.835, 0.888], [1.765, -1.011, 0.083], [0.983, -1.517, 1.864], [0.816, -2.800, 0.393], [1.885, -1.277, -0.995], [2.299, -0.076, 0.392]],
  "smiles": "CSCl.C=C",
  "homo_lumo_gap_ha": 0.335,
  "charge": 0
}

***

Version ii
{
  "formula": "C3H7ClS",
  "method": "wB97M-V/def2-TZVPD",
  "symbols": ["C", "C", "Cl", "C", "S", "H", "H", "H", "H", "H", "H", "H"],
  "xyz": [[-1.744, 1.412, -0.119], [-0.601, 0.377, -0.278], [-1.247, -1.183, 0.073], [0.648, 0.793, 0.538], [2.142, -0.098, -0.149], [-2.317, 1.382, -1.052], [-1.272, 2.365, 0.068], [-2.286, 0.898, 0.709], [-0.198, 0.330, -1.266], [0.784, 1.875, 0.144], [0.696, 0.706, 1.653], [1.702, -1.353, 0.033]],
  "smiles": "C[C@H](Cl)CS",
  "homo_lumo_gap_ha": 0.375,
  "charge": 0
}

***

Taking the most stable structure as the zero point, the relative energies in kJ/mol are version i 132.2; version ii 0.0.